{"formula": "C10H37BF4NO8", "method": "ωB97M-V/def2-TZVPD", "species": ["B", "F", "F", "F", "F", "C", "C", "O", "H", "H", "H", "H", "H", "H", "C", "C", "O", "H", "H", "H", "H", "H", "H", "C", "C", "O", "H", "H", "H", "H", "H", "H", "O", "H", "H", "O", "H", "H", "O", "H", "H", "O", "H", "H", "C", "C", "C", "O", "C", "N", "H", "H", "H", "H", "H", "H", "H", "H", "H", "H", "H"], "xyz": [[-15.5526, -16.5581, 12.1047], [-15.5335, -17.7815, 11.3904], [-15.1637, -16.6873, 13.4426], [-14.6642, -15.6414, 11.4833], [-16.8226, -15.9766, 12.0267], [-14.6449, -11.4501, 13.8610], [-15.1339, -12.4677, 12.8240], [-15.9558, -13.4920, 13.3798], [-15.3865, -11.3782, 14.6593], [-14.4731, -10.5342, 13.3017], [-13.7454, -11.8111, 14.3592], [-14.2351, -12.9825, 12.4642], [-15.6638, -11.9963, 11.9942], [-16.2046, -14.0850, 12.6568], [-12.8904, -11.8513, 8.8592], [-13.0823, -13.3484, 9.0350], [-14.1101, -13.8381, 8.1815], [-12.0972, -11.4769, 9.5063], [-13.8137, -11.3102, 9.0561], [-12.6029, -11.7335, 7.8110], [-13.3649, -13.6329, 10.0497], [-12.1533, -13.9012, 8.8582], [-13.8655, -13.6963, 7.2623], [-17.0720, -18.4101, 16.7400], [-17.9270, -17.5584, 15.8064], [-17.5499, -17.8793, 14.4583], [-17.3290, -18.1502, 17.7710], [-16.0115, -18.3854, 16.5146], [-17.3405, -19.4679, 16.6429], [-17.6708, -16.5256, 16.0543], [-18.9850, -17.7524, 15.9860], [-17.2647, -17.0346, 14.0897], [-18.1741, -15.2311, 8.9906], [-18.2783, -15.9982, 9.5722], [-17.5264, -15.5216, 8.3375], [-18.2188, -18.2289, 10.9338], [-17.2477, -18.1134, 10.9909], [-18.5420, -17.9276, 11.7888], [-12.9517, -18.5902, 11.4343], [-13.6594, -19.2201, 11.5949], [-13.2282, -17.7989, 11.9068], [-15.4344, -16.4224, 8.7955], [-14.9849, -15.5666, 8.7793], [-15.5496, -16.6056, 9.7383], [-12.9307, -14.1348, 17.0662], [-13.4034, -15.3085, 16.1990], [-13.4587, -16.5893, 17.0063], [-12.2128, -16.9842, 17.5803], [-11.2292, -17.3221, 16.6491], [-14.7808, -15.0191, 15.7545], [-13.6121, -14.1426, 17.9176], [-13.0844, -13.2307, 16.4758], [-11.8856, -14.2376, 17.3497], [-12.7741, -15.3859, 15.3051], [-13.9266, -17.4245, 16.4785], [-14.1063, -16.4190, 17.8684], [-10.2026, -17.3364, 17.0185], [-11.2044, -16.6346, 15.7960], [-11.4082, -18.3186, 16.2221], [-14.8123, -14.2055, 15.1469], [-15.0287, -15.7496, 15.0911]], "forces_ev_per_angstrom": [[0.4, 1.0, -0.2], [-0.1, 0.3, 0.5], [0.0, -0.6, -0.3], [0.2, -0.3, 0.0], [-0.4, -0.1, 0.3], [-0.7, -1.0, -0.1], [0.6, -0.9, 0.1], [-0.1, 0.6, 0.2], [-0.2, 0.5, -0.2], [0.1, 0.3, 0.5], [0.2, 0.2, -0.2], [0.0, 0.2, -0.6], [0.1, 0.2, 0.0], [0.0, -0.1, 0.1], [0.1, -0.6, -0.2], [0.0, -0.3, 0.4], [-0.1, 0.0, 0.1], [0.0, 0.0, -0.1], [0.0, 0.0, 0.0], [0.1, 0.5, 0.1], [-0.3, 0.2, 0.0], [0.1, 0.2, -0.2], [0.1, 0.0, 0.0], [-1.0, -0.9, 0.2], [1.4, -0.6, 0.1], [-0.7, 0.7, 0.4], [0.5, 0.1, 0.1], [0.1, 0.6, 0.1], [-0.1, 0.0, -0.1], [-0.3, 0.2, -0.3], [-0.1, 0.1, -0.1], [0.1, -0.3, -0.4], [-0.4, 0.0, -0.1], [0.1, 0.1, 0.0], [0.2, -0.1, 0.3], [0.3, 0.0, -0.2], [-0.7, -0.1, 0.0], [0.1, 0.0, 0.0], [0.5, -0.2, 0.1], [-0.1, 0.2, -0.1], [-0.1, 0.0, -0.1], [-0.1, 0.0, -0.1], [0.0, 0.0, -0.1], [0.1, -0.1, -0.4], [-0.5, -0.7, -0.6], [-0.5, 0.8, -0.4], [0.2, -0.2, 0.6], [0.3, 0.3, 0.4], [0.1, -0.4, -1.4], [0.1, -0.5, 0.1], [0.3, 0.4, 0.2], [0.1, 0.2, 0.2], [0.0, 0.1, 0.2], [0.3, -0.3, 0.2], [0.2, 0.0, -0.5], [0.0, 0.2, 0.0], [-0.3, 0.1, 0.8], [-0.1, 0.0, 0.1], [-0.1, 0.0, 0.0], [0.1, 0.1, 0.2], [-0.2, 0.0, 0.2]], "charge": -1, "orbital_gap_ha": 0.3404, "total_energy_ev": -40394.975, "e_homo_ev": -6.59}